1.
Formula: C25H25N3O5
Source: the Open Molecules 2025 dataset
Level of theory: wB97M-V/def2-TZVPD

## Properties
* molecular weight: 447.49 g mol⁻¹
* energy above the lowest of the compared OMol25 structures with the same formula, charge and spin: 209.5 kJ/mol
* HOMO level: -0.3090 Ha
* E_tot: -41037.8915 eV
* SMILES string: C=CCOc1cccc([C@H]2C(C(=O)c3ccc(C)o3)=C(O)C(=O)N2CCCn2ccnc2)c1

ORCA input file:
```
! wB97M-V def2-TZVPD RIJCOSX def2/J DEFGRID3
* xyz 0 1
C 4.621 0.915 1.155
C 4.653 1.984 0.383
C 3.556 2.389 -0.557
H 3.255 3.427 -0.339
O 2.459 1.518 -0.410
C 1.369 1.679 -1.194
C 1.216 2.643 -2.185
C 0.056 2.664 -2.943
C -0.948 1.738 -2.737
C -0.809 0.782 -1.735
C 0.336 0.770 -0.961
H 0.465 0.051 -0.169
C -1.891 -0.246 -1.499
N -2.810 0.120 -0.435
C -2.918 -0.845 0.499
O -3.644 -0.862 1.480
C -1.956 -1.910 0.124
C -1.345 -1.569 -1.025
C -0.256 -2.262 -1.747
O -0.251 -2.415 -2.955
C 0.834 -2.670 -0.877
C 1.998 -3.364 -1.132
C 2.730 -3.360 0.066
C 1.978 -2.657 0.978
O 0.842 -2.245 0.412
C 2.216 -2.301 2.398
H 1.716 -1.356 2.623
H 3.281 -2.225 2.596
H 1.797 -3.066 3.052
H 3.687 -3.808 0.239
H 2.268 -3.813 -2.067
O -1.846 -3.004 0.885
H -2.478 -2.905 1.618
C -3.569 1.342 -0.412
C -2.844 2.498 0.288
H -1.907 2.709 -0.230
H -3.482 3.380 0.207
C -2.557 2.217 1.774
N -1.222 1.734 2.010
C -0.847 0.537 2.512
N 0.447 0.447 2.660
C 0.949 1.639 2.243
C -0.069 2.450 1.835
H -0.074 3.450 1.453
H 2.002 1.832 2.263
H -1.546 -0.230 2.774
H -3.257 1.470 2.155
H -2.689 3.140 2.350
H -3.803 1.629 -1.440
H -4.503 1.130 0.119
H -2.451 -0.382 -2.436
H -1.832 1.752 -3.356
H -0.054 3.411 -3.716
H 1.989 3.368 -2.383
H 3.940 2.358 -1.590
H 5.502 2.655 0.375
H 5.437 0.670 1.813
H 3.774 0.252 1.154
*
```

2.
Formula: C12H24Cl12
Source: the Open Molecules 2025 dataset
Level of theory: wB97M-V/def2-TZVPD

## Properties
* molecular weight: 593.76 g mol⁻¹
* energy above the lowest of the compared OMol25 structures with the same formula, charge and spin: 50.7 kJ/mol
* HOMO level: -0.3855 Ha
* E_tot: -163103.7065 eV
* SMILES string: ClCCCl.ClCCCl.ClCCCl.ClCCCl.ClCCCl.ClCCCl

ORCA input file:
```
! wB97M-V def2-TZVPD RIJCOSX def2/J DEFGRID3
* xyz 0 1
Cl 3.981 2.893 -2.530
C 2.564 2.880 -3.618
C 2.526 1.575 -4.385
Cl 1.222 1.702 -5.626
H 2.700 3.702 -4.314
H 1.674 3.026 -3.015
H 2.194 0.716 -3.811
H 3.448 1.389 -4.924
Cl 1.897 -0.803 2.520
C 2.444 -0.585 4.180
C 3.450 0.563 4.283
Cl 2.679 2.134 4.056
H 2.908 -1.503 4.540
H 1.588 -0.411 4.829
H 4.232 0.427 3.542
H 3.871 0.549 5.287
Cl -2.553 -2.007 0.854
C -4.027 -1.413 1.733
C -5.231 -2.304 1.496
Cl -4.897 -3.937 2.092
H -4.203 -0.390 1.399
H -3.668 -1.350 2.755
H -5.522 -2.399 0.454
H -6.059 -1.907 2.082
Cl 1.639 6.141 1.977
C 3.129 5.270 1.548
C 2.931 4.280 0.422
Cl 1.912 2.864 0.825
H 3.417 4.695 2.428
H 3.926 5.975 1.331
H 3.886 3.884 0.076
H 2.533 4.729 -0.487
Cl -5.592 -5.609 -0.809
C -3.889 -5.489 -1.253
C -3.508 -4.196 -1.979
Cl -4.012 -4.315 -3.698
H -3.624 -6.349 -1.862
H -3.278 -5.542 -0.350
H -2.428 -4.106 -1.894
H -4.006 -3.346 -1.528
Cl -0.754 1.112 -2.599
C -0.240 0.547 -0.980
C 0.026 -0.952 -0.928
Cl 1.502 -1.325 -1.900
H -0.967 0.829 -0.221
H 0.704 1.036 -0.744
H -0.808 -1.498 -1.353
H 0.286 -1.182 0.100
*
```

3.
Formula: C36H56N3OP2Pd
Source: the Open Molecules 2025 dataset
Level of theory: wB97M-V/def2-TZVPD

## Properties
* molecular weight: 715.23 g mol⁻¹
* HOMO level (alpha / beta): -0.3208 / -0.3692 Ha
* E_tot: -66809.1092 eV

ORCA input file:
```
! wB97M-V def2-TZVPD RIJCOSX def2/J DEFGRID3
* xyz 1 3
C 2.160 -1.391 -1.203
C 1.146 0.476 -2.266
C 3.078 -1.515 -2.252
C 2.036 0.372 -3.349
C 3.020 -0.617 -3.331
H 3.817 -2.320 -2.230
H 1.949 1.071 -4.186
H 3.732 -0.704 -4.159
N 1.240 -0.383 -1.205
P 0.301 -2.536 0.538
P -0.276 2.078 -0.467
C 2.087 -2.377 -0.062
H 2.564 -3.331 -0.342
H 2.623 -1.971 0.817
C -1.669 -0.189 1.695
O -2.566 -0.160 2.456
C -0.033 1.401 -2.237
H 0.045 2.166 -3.023
C -1.907 3.107 -0.518
C 1.206 3.261 -0.178
C -0.543 -3.726 -0.702
C 0.465 -3.414 2.231
C -3.037 2.274 0.127
H -2.999 2.347 1.224
H -4.005 2.690 -0.212
H -2.993 1.211 -0.139
C -1.778 4.389 0.330
H -1.572 4.155 1.388
H -1.007 5.082 -0.042
H -2.747 4.920 0.290
C -2.291 3.477 -1.963
H -2.939 4.373 -1.947
H -1.415 3.706 -2.592
H -2.859 2.667 -2.442
C 1.120 3.865 1.243
H 0.468 3.262 1.892
H 2.135 3.856 1.685
H 0.765 4.904 1.248
C 2.514 2.439 -0.242
H 2.402 1.448 0.221
H 2.875 2.312 -1.274
H 3.290 2.991 0.320
C 1.294 4.375 -1.241
H 0.550 4.258 -2.044
H 1.106 5.350 -0.754
H 2.298 4.421 -1.700
C -0.950 -3.602 2.819
H -0.868 -4.152 3.775
H -1.423 -2.628 3.029
H -1.613 -4.181 2.157
C 1.251 -2.504 3.194
H 2.203 -2.154 2.764
H 0.662 -1.622 3.488
H 1.488 -3.087 4.104
C 1.215 -4.760 2.139
H 1.998 -4.730 1.362
H 1.720 -4.950 3.105
H 0.555 -5.613 1.935
C -0.039 -3.323 -2.102
H 1.001 -3.646 -2.278
H -0.675 -3.813 -2.861
H -0.114 -2.236 -2.249
C -2.059 -3.434 -0.630
H -2.378 -2.884 -1.533
H -2.606 -4.396 -0.587
H -2.332 -2.852 0.265
C -0.260 -5.227 -0.514
H 0.822 -5.440 -0.454
H -0.752 -5.650 0.376
H -0.654 -5.767 -1.395
Pd -0.246 -0.187 0.393
N -1.525 -0.336 -1.374
C -1.264 0.405 -2.374
C -2.010 0.287 -3.739
C -1.562 1.323 -4.787
C -1.737 -1.124 -4.307
C -3.528 0.419 -3.483
H -1.721 2.362 -4.449
H -0.496 1.203 -5.047
H -2.145 1.186 -5.716
H -2.135 -1.888 -3.621
H -2.224 -1.240 -5.292
H -0.654 -1.300 -4.433
H -3.978 1.123 -4.207
H -4.008 -0.567 -3.596
H -3.740 0.793 -2.467
N 0.935 0.240 1.898
C 1.326 0.662 2.901
C 1.563 1.037 4.270
C 0.511 1.655 4.965
C 0.646 1.957 6.320
C 1.831 1.644 6.989
C 2.884 1.030 6.299
C 2.751 0.723 4.937
H -0.422 1.882 4.462
H -0.175 2.422 6.854
H 1.928 1.869 8.044
H 3.796 0.780 6.825
H 3.560 0.225 4.417
*
```

4.
Formula: C16H20I2N2O3
Source: the Open Molecules 2025 dataset
Level of theory: wB97M-V/def2-TZVPD

## Properties
* molecular weight: 542.16 g mol⁻¹
* HOMO level: -0.3355 Ha
* E_tot: -42238.5369 eV

ORCA input file:
```
! wB97M-V def2-TZVPD RIJCOSX def2/J DEFGRID3
* xyz 0 1
C 3.711 -2.497 2.790
C 4.471 -2.248 1.433
I 6.529 -2.862 1.294
C 3.825 -1.634 0.400
I 4.817 -1.224 -1.450
C 2.340 -1.268 0.673
C 2.021 0.044 1.213
C 0.640 0.354 1.503
C -0.340 -0.667 1.237
C -0.027 -1.971 0.659
C 1.361 -2.303 0.358
C 1.719 -3.676 -0.254
C -1.322 -2.798 0.466
O -1.357 -3.880 -0.036
N -2.403 -1.964 0.961
C -1.871 -0.700 1.457
O -2.522 0.152 1.986
H 4.326 -3.050 3.532
H 3.369 -1.499 3.176
H 2.779 -3.088 2.575
H 2.859 0.756 1.381
H 0.328 1.335 1.914
H 1.316 -3.796 -1.291
H 1.280 -4.459 0.416
H 2.820 -3.872 -0.308
H -2.613 -2.441 1.856
C -3.721 3.567 -1.376
C -2.908 2.376 -0.878
C -1.392 2.640 -0.847
O -0.758 2.569 -2.116
C -0.834 3.759 -2.881
N -3.238 1.201 -1.692
H -3.639 3.708 -2.455
H -4.780 3.420 -1.155
H -3.405 4.491 -0.885
H -3.225 2.178 0.150
H -0.928 1.851 -0.248
H -1.158 3.589 -0.348
H -0.783 4.654 -2.255
H -1.745 3.768 -3.483
H 0.014 3.770 -3.569
H -2.763 0.389 -1.303
H -2.792 1.326 -2.600
*
```